[1]
ORCA calculation (ωB97M-V/def2-TZVPD) on a 2-piece molecular cluster, C21H24NS2 overall in a non-equilibrium geometry.

Computed properties:
multiplicity = 1
E_HOMO = -0.3613 Eh
charge = +1

The geometry in XYZ format:
```
48
Properties=species:S:1:pos:R:3:nbo_charge:R:1
C -1.718 -0.812 0.540 -0.394
N -1.692 0.228 -0.488 -0.456
C -0.646 0.244 -1.338 0.246
C 0.313 -0.726 -1.480 -0.374
C 1.299 -0.399 -2.532 -0.417
C 0.977 1.082 -2.888 -0.384
C -0.405 1.405 -2.289 -0.450
C -2.741 1.217 -0.512 0.130
C -2.604 2.404 0.225 -0.234
C -3.601 3.382 0.166 -0.194
C -4.748 3.169 -0.607 -0.205
C -4.898 1.978 -1.325 -0.215
C -3.903 0.998 -1.270 -0.172
H -2.596 -0.647 1.172 0.222
H -1.786 -1.812 0.087 0.201
H -0.808 -0.767 1.164 0.173
H 0.325 -1.673 -0.943 0.203
H 2.335 -0.522 -2.192 0.183
H 1.178 -1.014 -3.438 0.205
H 1.732 1.726 -2.427 0.186
H 1.006 1.257 -3.965 0.220
H -1.169 1.451 -3.082 0.227
H -0.416 2.381 -1.782 0.215
H -1.696 2.545 0.819 0.208
H -3.469 4.310 0.723 0.221
H -5.526 3.932 -0.648 0.227
H -5.785 1.805 -1.935 0.226
H -3.994 0.060 -1.824 0.220
C 1.296 -4.718 1.919 -0.118
C 0.690 -3.742 2.721 -0.212
C 1.067 -2.410 2.602 -0.143
C 2.061 -2.041 1.668 -0.103
C 2.411 -0.645 1.489 -0.217
S 3.681 -0.158 0.439 0.493
C 3.810 1.579 0.997 -0.533
C 2.497 2.020 1.620 -0.535
S 1.662 0.598 2.410 0.481
C 2.672 -3.030 0.867 -0.137
C 2.285 -4.359 0.992 -0.210
H 1.002 -5.762 2.021 0.241
H -0.074 -4.016 3.451 0.242
H 0.612 -1.643 3.234 0.227
H 4.633 1.620 1.721 0.249
H 4.071 2.174 0.116 0.269
H 2.650 2.763 2.410 0.267
H 1.801 2.420 0.872 0.252
H 3.445 -2.739 0.153 0.228
H 2.763 -5.114 0.368 0.243
```

[2]
ORCA calculation (ωB97M-V/def2-TZVPD) on C38H53CdN4OP2 as an isolated structure in a non-equilibrium geometry.

Computed properties:
multiplicity = 1
E_HOMO = -0.3401 Eh
ΔE to the lowest compared entry with this formula, charge and spin = 8.50 kJ/mol
charge = +1

The geometry in XYZ format:
```
99
Properties=species:S:1:pos:R:3:mulliken_charge:R:1
C 1.985 -1.883 -1.703 -0.217
C 1.535 0.196 -2.684 -0.921
C 2.829 -2.250 -2.756 -1.136
C 2.349 -0.113 -3.775 -0.692
C 3.008 -1.347 -3.802 -1.157
H 3.278 -3.246 -2.755 0.541
H 2.469 0.613 -4.582 0.579
H 3.640 -1.607 -4.649 0.449
N 1.475 -0.643 -1.633 0.720
P -0.156 -2.568 0.055 -1.679
P 0.660 2.310 -0.897 -1.578
C 1.562 -2.868 -0.610 -1.261
H 1.648 -3.895 -0.998 0.817
H 2.278 -2.789 0.225 0.502
C 0.641 1.415 -2.618 -0.795
H 0.915 2.126 -3.402 1.532
C -0.652 3.711 -1.010 2.520
C 2.396 2.968 -0.575 2.665
C -1.391 -3.238 -1.242 2.174
C -0.288 -3.421 1.743 2.595
C -1.953 3.232 -0.336 -1.702
H -1.853 3.169 0.754 0.271
H -2.761 3.942 -0.579 0.593
H -2.266 2.247 -0.710 0.014
C -0.178 4.967 -0.261 -1.750
H -0.051 4.777 0.813 0.282
H 0.745 5.392 -0.674 0.311
H -0.963 5.733 -0.363 0.543
C -0.992 4.059 -2.471 -1.758
H -1.477 5.048 -2.484 0.621
H -0.118 4.107 -3.133 0.142
H -1.718 3.348 -2.888 0.339
C 2.390 3.547 0.872 -1.593
H 1.577 3.124 1.486 0.227
H 3.339 3.307 1.375 0.432
H 2.289 4.642 0.873 0.405
C 3.398 1.795 -0.647 -1.709
H 3.027 0.918 -0.100 -0.165
H 3.611 1.505 -1.682 0.336
H 4.345 2.098 -0.175 0.734
C 2.725 4.024 -1.651 -1.655
H 1.936 4.144 -2.408 0.316
H 2.921 5.007 -1.199 0.430
H 3.645 3.734 -2.180 0.358
C -1.698 -3.174 2.333 -1.780
H -1.633 -3.198 3.432 0.523
H -2.093 -2.186 2.054 0.262
H -2.420 -3.946 2.034 0.328
C 0.730 -2.793 2.719 -1.811
H 1.755 -2.792 2.328 0.322
H 0.448 -1.771 3.006 0.079
H 0.728 -3.403 3.637 0.669
C 0.008 -4.927 1.579 -1.605
H 0.582 -5.275 2.450 0.409
H -0.918 -5.519 1.552 0.398
H 0.605 -5.162 0.685 0.259
C -1.193 -2.545 -2.616 -1.484
H -1.118 -3.301 -3.413 0.407
H -2.036 -1.885 -2.856 0.360
H -0.291 -1.931 -2.670 -0.084
C -2.827 -2.975 -0.741 -1.898
H -2.975 -1.929 -0.426 0.223
H -3.533 -3.179 -1.561 0.528
H -3.101 -3.638 0.090 0.393
C -1.163 -4.745 -1.431 -1.741
H -0.135 -4.966 -1.750 0.383
H -1.399 -5.324 -0.530 0.308
H -1.839 -5.095 -2.225 0.548
Cd -0.162 -0.013 0.067 5.945
C 1.839 0.081 1.600 -0.466
O 2.687 -0.027 2.365 -0.249
N -1.458 0.476 -1.724 -0.596
C -0.866 0.926 -2.742 0.446
C -1.574 1.029 -4.095 0.122
C -2.974 0.970 -4.065 -0.183
C -0.915 1.160 -5.327 -0.184
C -3.720 1.104 -5.241 -0.840
H -3.466 0.818 -3.100 0.315
C -1.661 1.268 -6.509 -0.916
H 0.176 1.164 -5.360 0.311
C -3.061 1.249 -6.469 -0.557
H -4.808 1.089 -5.179 0.411
H -1.147 1.363 -7.466 0.421
H -3.641 1.337 -7.389 0.395
N -3.622 0.712 2.595 -0.044
C -2.938 0.305 1.514 -1.235
N -1.632 0.533 1.703 0.604
C -1.479 1.160 2.939 -0.175
C -0.336 1.719 3.527 0.230
C -0.494 2.257 4.813 -0.919
C -1.755 2.298 5.434 -0.558
C -2.913 1.820 4.790 -1.020
C -2.736 1.249 3.536 0.502
H -4.635 0.642 2.680 0.279
H -3.382 -0.081 0.604 0.326
H 0.600 1.704 2.952 -0.290
H 0.385 2.653 5.340 0.429
H -1.818 2.723 6.443 0.383
H -3.902 1.873 5.249 0.435
```

[3]
ORCA calculation (ωB97M-V/def2-TZVPD) on C3H3BaO4 as an isolated structure in a non-equilibrium geometry.

Computed properties:
multiplicity = 2
E_HOMO (alpha / beta) = -0.7106 / -0.7095 Eh
ΔE to the lowest compared entry with this formula, charge and spin = 0.00 kJ/mol
charge = +2

The geometry in XYZ format:
```
11
Properties=species:S:1:pos:R:3:nbo_charge:R:1
C 1.447 -0.771 0.029 0.510
C -0.011 -1.105 0.104 -0.210
O -0.892 -0.212 -0.535 -0.512
O 1.885 0.304 -0.338 -0.720
H 2.130 -1.621 0.191 0.206
H -0.171 -2.075 -0.392 0.284
Ba 1.333 2.680 -0.429 1.951
O -2.876 1.045 -0.129 -0.028
O -0.940 1.980 0.285 -0.727
C -1.636 1.010 0.041 0.981
H -0.269 -1.235 1.173 0.265
```

[4]
ORCA calculation (ωB97M-V/def2-TZVPD) on a 2-piece molecular cluster, C6H15NO3 overall in a non-equilibrium geometry.

Computed properties:
SMILES = COC(=O)O.CCNCC
multiplicity = 1
E_HOMO = -0.3459 Eh
ΔE to the lowest compared entry with this formula, charge and spin = 299.91 kJ/mol
charge = 0

The geometry in XYZ format:
```
25
Properties=species:S:1:pos:R:3:nbo_charge:R:1
C 1.073 3.405 -0.999 -0.245
O 0.619 2.228 -0.366 -0.588
C 0.495 1.117 -1.216 0.998
O 1.446 0.750 -1.938 -0.665
O -0.782 0.966 -1.652 -0.777
H 0.403 3.701 -1.821 0.179
H 1.072 4.194 -0.238 0.188
H 2.093 3.280 -1.391 0.188
H -1.062 0.044 -0.962 0.513
C -0.671 -2.389 -0.877 -0.644
C 0.501 -1.664 -0.245 -0.232
N 0.181 -0.271 0.169 -0.624
C -0.859 -0.126 1.222 -0.231
C -0.589 -0.924 2.482 -0.631
H -1.483 -2.571 -0.161 0.204
H -1.076 -1.811 -1.717 0.225
H -0.320 -3.358 -1.250 0.235
H 0.874 -2.201 0.635 0.186
H 1.329 -1.575 -0.956 0.240
H 1.047 0.038 0.648 0.411
H -0.902 0.947 1.440 0.231
H -1.805 -0.423 0.756 0.190
H -0.703 -2.005 2.323 0.210
H 0.426 -0.732 2.859 0.211
H -1.305 -0.618 3.255 0.228
```